{"formula": "C20H34N6", "method": "ωB97M-V/def2-TZVPD", "elements": ["C", "C", "N", "H", "H", "H", "C", "C", "N", "H", "H", "H", "C", "C", "C", "C", "N", "H", "H", "H", "H", "H", "H", "H", "C", "C", "C", "C", "N", "H", "H", "H", "H", "H", "H", "H", "C", "C", "C", "C", "N", "H", "H", "H", "H", "H", "H", "H", "C", "C", "C", "C", "N", "H", "H", "H", "H", "H", "H", "H"], "positions_angstrom": [[4.18, -0.96, -3.62], [3.07, 0.08, -3.70], [2.24, 0.89, -3.87], [4.97, -0.50, -4.21], [3.81, -1.84, -4.15], [4.47, -1.25, -2.61], [3.43, -2.32, 4.29], [4.15, -1.30, 3.56], [4.73, -0.51, 2.98], [3.83, -3.31, 4.04], [2.38, -2.11, 4.10], [3.51, -2.22, 5.37], [-2.02, 1.12, -3.99], [-1.22, 1.66, -5.20], [-0.97, 0.72, -6.38], [-2.24, 0.23, -7.05], [-3.23, -0.10, -7.54], [-1.48, 0.37, -3.41], [-2.93, 0.65, -4.35], [-2.24, 1.94, -3.31], [-0.22, 2.02, -4.96], [-1.77, 2.56, -5.50], [-0.44, -0.18, -6.08], [-0.44, 1.23, -7.18], [1.43, 1.27, 3.46], [0.14, 1.13, 4.31], [-0.48, 2.45, 4.78], [-0.89, 3.33, 3.72], [-1.25, 4.06, 2.89], [1.89, 0.30, 3.28], [2.16, 1.87, 4.00], [1.25, 1.76, 2.50], [0.39, 0.52, 5.18], [-0.60, 0.47, 3.85], [0.26, 3.03, 5.34], [-1.37, 2.38, 5.40], [2.29, -1.06, 0.46], [0.96, -0.51, -0.18], [0.22, -1.64, -0.86], [0.88, -2.35, -2.02], [1.33, -2.91, -2.93], [2.89, -0.25, 0.88], [2.95, -1.58, -0.24], [2.14, -1.80, 1.24], [1.21, 0.29, -0.88], [0.34, -0.08, 0.61], [-0.75, -1.31, -1.23], [-0.08, -2.44, -0.18], [-3.16, -1.66, 1.12], [-2.79, -0.16, 1.31], [-3.99, 0.77, 1.70], [-4.84, 0.50, 2.89], [-5.55, 0.27, 3.75], [-2.31, -2.34, 1.05], [-3.85, -1.91, 0.32], [-3.69, -1.93, 2.04], [-2.20, 0.14, 0.44], [-2.18, 0.01, 2.20], [-4.68, 0.69, 0.85], [-3.64, 1.81, 1.70]], "lowdin_charge": [-0.0624, -0.2523, 0.1175, 0.0752, 0.0660, 0.0704, -0.0650, -0.3103, 0.1527, 0.0899, 0.0743, 0.0848, -0.0934, -0.2605, -0.1795, -0.2229, 0.1192, 0.0520, 0.0682, 0.0692, 0.0836, 0.1053, 0.1115, 0.1107, -0.0881, -0.2408, -0.1928, -0.2499, 0.1451, 0.0349, 0.0811, 0.0737, 0.1027, 0.0864, 0.1246, 0.1249, -0.0979, -0.2187, -0.2003, -0.1957, 0.1394, 0.0504, 0.0609, 0.0611, 0.1032, 0.0871, 0.0980, 0.1074, -0.0908, -0.2302, -0.1743, -0.2240, 0.1364, 0.0547, 0.0756, 0.0649, 0.0901, 0.0766, 0.1119, 0.1080], "fmax_ev_per_a": 3.092, "orbital_gap_ev": 11.39, "smiles": "CCCC#N.CCCC#N.CCCC#N.CCCC#N.CC#N.CC#N"}